The following is a quantum chemistry calculation of 2 unconnected molecules or ions with the total composition C4H6NO at a distorted geometry, from the Open Molecules 2025 dataset.

Computed properties:
Net charge = +1
Kohn-Sham gap (spin up / spin down) = 9.966 / 7.937 eV
Energy above the lowest of the compared OMol25 structures with the same formula, charge and spin = 904.67 kJ/mol

Cartesian coordinates (Å):
C1 0.756 -0.194 -0.363
C2 -0.490 0.234 0.100
C3 -0.030 -1.557 -0.216
C4 -0.830 1.259 1.062
N1 0.648 -1.101 -1.526
O1 -1.260 -0.750 -0.262
H1 2.617 -0.239 1.379
H2 -0.023 1.854 1.189
H3 -1.211 0.958 2.084
H4 -1.664 1.904 0.688
H5 0.030 -0.770 -2.316
H6 1.457 -1.597 -1.819

=====

The following is a quantum chemistry calculation of a single CH2FNOS molecule at a distorted geometry, from the Open Molecules 2025 dataset.

Computed properties:
SMILES = O=C(F)NS
Net charge = 0
Kohn-Sham gap = 9.696 eV
Energy above the lowest of the compared OMol25 structures with the same formula, charge and spin = 97.01 kJ/mol

Cartesian coordinates (Å):
C1 0.986 0.057 -0.074
N1 -0.513 0.673 -0.054
O1 1.196 -1.029 -0.400
F1 1.773 1.089 0.314
S1 -1.606 -0.645 0.306
H1 -0.364 1.356 0.661
H2 -1.472 -1.500 -0.752

=====

The following is a quantum chemistry calculation of a molecular structure, C20H24N9O5Sn at a distorted geometry, from the Open Molecules 2025 dataset.

Computed properties:
Net charge = +3
Kohn-Sham gap = 6.483 eV
Energy above the lowest of the compared OMol25 structures with the same formula, charge and spin = 159.43 kJ/mol

Cartesian coordinates (Å):
Sn1 -0.558 -1.292 -0.858
C1 -3.918 -0.125 -0.553
O1 -2.625 0.477 -0.554
C2 -2.580 1.837 -0.507
C3 -3.614 2.663 -0.928
C4 -3.546 4.036 -0.748
C5 -2.446 4.610 -0.115
C6 -1.414 3.819 0.323
C7 -1.437 2.425 0.095
N1 -0.384 1.648 0.446
N2 0.523 1.933 1.209
C8 0.940 1.302 2.240
C9 0.109 0.058 2.432
O2 -0.777 -0.144 1.587
C10 0.492 -0.761 3.514
C11 1.488 -0.402 4.377
C12 2.260 0.779 4.224
C13 3.235 1.141 5.164
C14 3.965 2.304 5.001
C15 3.730 3.130 3.905
C16 2.764 2.802 2.966
C17 2.016 1.632 3.114
H1 -4.526 0.291 0.254
H2 -3.759 -1.188 -0.357
H3 -4.428 0.004 -1.510
H4 -4.482 2.234 -1.403
H5 -4.357 4.665 -1.080
H6 -2.402 5.679 0.025
H7 -0.537 4.253 0.780
H8 -0.084 -1.662 3.659
H9 1.713 -1.042 5.221
H10 3.405 0.500 6.016
H11 4.714 2.571 5.729
H12 4.307 4.035 3.777
H13 2.570 3.451 2.123
N3 0.295 -4.383 -2.125
N4 1.324 -4.972 -1.372
C18 2.024 -4.251 -0.491
N5 2.997 -4.808 0.203
N6 1.627 -2.963 -0.392
N7 2.192 -2.094 0.407
O3 3.103 -2.344 1.148
O4 1.668 -0.963 0.356
H14 -0.464 -5.055 -2.232
H15 0.635 -4.146 -3.060
H16 1.567 -5.948 -1.526
H17 3.226 -5.786 0.097
H18 3.557 -4.253 0.844
C19 -2.894 -0.100 -4.459
N8 -1.608 -0.404 -5.048
C20 -0.531 -0.741 -4.350
N9 0.593 -1.048 -5.005
O5 -0.560 -0.799 -3.079
H19 -3.456 0.531 -5.141
H20 -2.745 0.436 -3.521
H21 -3.463 -1.015 -4.275
H22 -1.551 -0.401 -6.055
H23 0.671 -0.955 -6.005
H24 1.441 -1.200 -4.483